Record 1
{
  "formula": "HN5O5",
  "method": "ωB97M-V/def2-TZVPD",
  "energy_ha": -650.17577,
  "total_charge": 0,
  "smiles": "O=NONN(N=O)[N+](=O)[O-]",
  "symbols": ["N", "N", "N", "N", "N", "O", "O", "O", "O", "O", "H"],
  "xyz": [[-0.49183, 0.81296, -1.77775], [-0.36446, 0.04011, 2.12930], [0.99175, 0.13842, 0.25391], [-0.08873, 0.11085, -0.73154], [-0.50298, -1.41268, -0.79870], [-1.10479, -1.72070, -1.78994], [0.02661, 1.86145, -1.99383], [-0.69717, 0.46957, 3.15218], [-0.04826, -2.00958, 0.12678], [0.55047, 0.87235, 1.36342], [1.72939, 0.83725, 0.06617]],
  "lowdin_charge": [-0.0514, -0.0116, 0.0318, -0.0347, -0.3211, 0.1194, 0.0226, 0.1036, 0.1079, -0.1144, 0.1479]
}



Record 2
{
  "formula": "C7H8N4O2",
  "method": "ωB97M-V/def2-TZVPD",
  "energy_ha": -640.86832,
  "total_charge": 0,
  "relative_energy_kcal_mol": 129.4,
  "symbols": ["C", "C", "C", "C", "C", "C", "C", "N", "N", "N", "N", "O", "O", "H", "H", "H", "H", "H", "H", "H", "H"],
  "xyz": [[-3.35255, -0.05535, -0.26537], [-1.26140, -0.52281, -0.38022], [0.91351, -1.81465, 0.39523], [2.46033, 0.22306, -0.09360], [1.23238, 1.06866, -0.50309], [2.09248, -1.17043, 0.47339], [-0.66883, 1.64481, 0.93676], [-2.43168, -0.86957, -0.81632], [-2.89516, 0.97760, 0.40201], [-1.52534, 0.76544, 0.40403], [-0.14743, -1.16141, -0.64269], [0.40557, -2.84969, 0.74835], [0.64734, 1.57780, 0.72839], [-4.44965, -0.22452, -0.42633], [3.08178, 0.01919, -0.88241], [3.05955, 0.71097, 0.61270], [1.53285, 1.94472, -0.91519], [0.40826, 0.77152, -1.22880], [2.66866, -1.58848, 1.23422], [-1.22382, 2.45448, 1.44015], [-0.54686, -1.90132, -1.22121]],
  "lowdin_charge": [-0.1860, -0.3157, -0.4986, -0.1225, -0.1220, -0.0668, 0.0170, 0.1095, 0.0654, 0.0182, 0.1391, 0.0168, 0.0184, 0.1355, 0.0754, 0.0936, 0.0871, 0.1427, 0.0729, 0.1720, 0.1482]
}



Record 3
{
  "formula": "CH3F2OP",
  "method": "ωB97M-V/def2-TZVPD",
  "energy_ha": -656.12136,
  "total_charge": 0,
  "relative_energy_kcal_mol": 113.8,
  "symbols": ["C", "O", "F", "F", "P", "H", "H", "H"],
  "xyz": [[1.28644, -0.00118, -0.56524], [-1.74167, -0.22546, 1.19977], [1.67881, 0.63171, 0.57243], [1.40106, -1.32254, -0.29779], [-1.37061, 0.45614, -0.19844], [1.81348, 0.45912, -1.35070], [-1.62424, 0.53378, 1.85566], [-1.44327, -0.53157, -1.21569]],
  "lowdin_charge": [-0.2971, -0.4487, -0.0546, -0.0089, 0.7957, 0.0775, 0.0680, -0.1319]
}